Record 1
Here is a structure of composition C45H39IN4O3STeTi in a non-equilibrium geometry from OMol25. Energies are from wB97M-V/def2-TZVPD.

```
95
Properties=species:S:1:pos:R:3
Ti 2.25 0.13 0.61
O 2.82 0.18 2.59
N 4.07 0.02 3.06
C 4.15 -0.21 4.39
C 5.35 -0.42 5.00
C 6.51 -0.38 4.20
C 6.40 -0.12 2.87
C 5.15 0.10 2.24
S 4.98 0.48 0.59
H 3.19 -0.21 4.88
H 5.40 -0.60 6.06
H 7.48 -0.55 4.64
H 7.27 -0.08 2.23
C -5.35 0.51 0.26
C -3.85 0.60 0.32
C -3.20 1.76 0.71
C -1.81 1.88 0.77
C -1.19 3.16 1.18
O -0.08 3.25 1.68
C -1.96 4.44 0.95
C -1.86 5.44 1.91
C -2.51 6.65 1.73
C -3.23 6.88 0.56
C -3.30 5.90 -0.41
C -2.67 4.68 -0.22
C -0.99 0.76 0.46
O 0.29 0.81 0.47
C -1.66 -0.42 0.03
C -3.04 -0.48 -0.05
C -0.82 -1.58 -0.36
N -0.13 -2.28 0.44
C -0.28 -2.08 1.87
C -1.53 -2.78 2.39
Te -1.78 -4.80 1.70
C -3.20 -4.25 0.24
C -4.39 -3.62 0.59
C -5.27 -3.19 -0.39
C -4.98 -3.39 -1.73
C -3.81 -4.03 -2.09
C -2.92 -4.46 -1.11
C -0.67 -1.88 -1.82
C -0.07 -3.08 -2.21
C 0.10 -3.37 -3.55
C -0.33 -2.46 -4.52
C -0.92 -1.27 -4.14
C -1.09 -0.98 -2.79
H -5.81 1.42 0.64
H -5.72 -0.33 0.86
H -5.70 0.35 -0.76
H -3.81 2.61 1.00
H -1.27 5.25 2.80
H -2.44 7.42 2.48
H -3.73 7.83 0.41
H -3.85 6.08 -1.33
H -2.72 3.92 -0.99
H -3.50 -1.40 -0.39
H -0.34 -1.02 2.15
H 0.61 -2.49 2.36
H -2.42 -2.26 2.01
H -1.58 -2.77 3.48
H -4.63 -3.47 1.64
H -6.20 -2.70 -0.10
H -5.67 -3.04 -2.49
H -3.57 -4.18 -3.13
H -1.99 -4.94 -1.40
H 0.25 -3.77 -1.44
H 0.55 -4.31 -3.85
H -0.20 -2.69 -5.57
H -1.24 -0.56 -4.89
H -1.55 -0.05 -2.49
N 2.52 2.46 0.26
C 2.41 3.01 -1.06
C 3.16 4.12 -1.44
C 3.06 4.62 -2.73
C 2.19 4.03 -3.65
C 1.44 2.93 -3.26
C 1.55 2.41 -1.98
H 3.39 2.74 0.70
H 1.73 2.78 0.84
H 3.83 4.58 -0.73
H 3.65 5.48 -3.02
H 2.11 4.43 -4.65
H 0.77 2.46 -3.97
H 0.96 1.56 -1.69
I 3.71 -5.39 2.48
C 3.49 -4.05 0.90
C 3.72 -4.44 -0.41
C 3.55 -3.49 -1.41
C 3.13 -2.22 -1.06
N 2.90 -1.84 0.20
C 3.10 -2.75 1.17
H 4.02 -5.45 -0.64
H 3.71 -3.73 -2.45
H 2.96 -1.47 -1.83
H 2.94 -2.40 2.18
```

HOMO-LUMO gap (spin up / spin down) = 6.06 / 7.73 eV
highest occupied orbital energy (spin up / spin down) = -5.910 / -7.594 eV
energy above the lowest of the compared OMol25 structures with the same formula, charge and spin = 22.7 kcal per mole
multiplicity = 3

Record 2
Here is a cluster of 2 separate species, CH2Br3PS in total in a non-equilibrium geometry from OMol25. Energies are from wB97M-V/def2-TZVPD.

```
8
Properties=species:S:1:pos:R:3
C -1.30 -0.10 -0.58
P 1.22 -0.10 0.15
S 2.60 -1.44 0.11
Br -2.31 -0.81 0.78
Br 2.00 1.84 -0.57
Br 0.52 0.27 2.28
H -1.35 1.01 -0.54
H -1.37 -0.66 -1.62
```

HOMO-LUMO gap (spin up / spin down) = 7.03 / 7.03 eV
highest occupied orbital energy (spin up / spin down) = -8.903 / -8.904 eV
energy above the lowest of the compared OMol25 structures with the same formula, charge and spin = 48.0 kcal per mole

Record 3
Here is the molecule C3H3ClN2O3S in a non-equilibrium geometry from OMol25. Energies are from wB97M-V/def2-TZVPD.

```
13
Properties=species:S:1:pos:R:3
C 0.21 -3.37 3.12
C -0.54 0.08 1.12
C 0.09 -0.11 -0.27
N 1.05 -4.01 2.71
N -0.85 -2.82 3.67
O -1.08 1.06 1.58
O -0.53 -1.11 1.81
O -2.77 -1.31 2.83
S -1.38 -1.50 3.12
Cl -1.05 -0.18 4.67
H 0.02 -1.09 -0.61
H -0.52 0.62 -0.79
H 1.14 0.25 -0.13
```

HOMO-LUMO gap = 9.65 eV
highest occupied orbital energy = -10.582 eV
energy above the lowest of the compared OMol25 structures with the same formula, charge and spin = 0.0 kcal per mole

Record 4
Here is a cluster of 2 separate species, C2H2N3OS in total in a non-equilibrium geometry from OMol25. Energies are from wB97M-V/def2-TZVPD.

```
9
Properties=species:S:1:pos:R:3
C -0.37 -1.29 -0.98
C 0.85 0.01 1.27
N -0.74 -2.40 -1.11
N -0.80 0.99 -0.77
N 0.12 -0.13 -0.63
O 0.52 1.10 1.61
S 1.90 -1.27 1.44
H -0.30 1.83 -0.95
H -1.18 1.16 0.13
```

HOMO-LUMO gap = 7.73 eV
total charge = -1
highest occupied orbital energy = -4.116 eV
energy above the lowest of the compared OMol25 structures with the same formula, charge and spin = 28.8 kcal per mole

Record 5
Here is the molecule C6H9NO in a non-equilibrium geometry from OMol25. Energies are from wB97M-V/def2-TZVPD.

```
17
Properties=species:S:1:pos:R:3
C 0.46 -0.91 0.39
C -0.96 -0.49 0.53
C -0.89 1.04 0.44
C -0.07 1.14 -0.88
C -0.38 -0.10 -1.58
C 0.84 -0.10 -0.86
H 1.44 -1.07 2.30
H 1.49 0.38 1.65
H 0.53 -1.97 0.12
H -1.66 -0.89 1.23
H -1.96 1.34 0.20
H -0.54 1.59 1.31
H 0.32 2.01 -1.31
H -0.47 -0.20 -2.64
H 1.68 -0.35 -1.46
N 1.58 -0.64 1.38
O -1.39 -0.78 -0.81
```

HOMO-LUMO gap = 10.14 eV
highest occupied orbital energy = -9.120 eV
energy above the lowest of the compared OMol25 structures with the same formula, charge and spin = 50.9 kcal per mole

Record 6
Here is a structure of composition C12H24N6O4S2Tc in a non-equilibrium geometry from OMol25. Energies are from wB97M-V/def2-TZVPD.

```
49
Properties=species:S:1:pos:R:3
Tc 0.91 -1.05 0.30
C -0.21 2.89 1.78
N -0.15 1.91 2.86
C 0.50 2.27 4.12
C 1.37 1.05 4.44
N 0.78 0.03 3.59
C 1.14 -1.36 3.76
C 0.07 0.58 2.60
N -0.43 -0.12 1.59
C -1.63 0.32 0.90
C -1.34 0.58 -0.57
N -0.61 -0.57 -1.12
C -0.78 -0.85 -2.39
N -0.31 -1.94 -3.04
C 0.64 -2.96 -2.64
C -0.85 -2.04 -4.39
C -1.79 -0.85 -4.49
N -1.55 -0.12 -3.26
C -1.76 1.32 -3.29
H 0.59 3.63 1.92
H -1.17 3.41 1.77
H -0.03 2.41 0.83
H -0.25 2.43 4.90
H 1.08 3.18 4.00
H 1.29 0.75 5.49
H 2.43 1.20 4.20
H 1.20 -1.56 4.83
H 2.10 -1.58 3.29
H 0.38 -1.99 3.31
H -2.08 1.21 1.37
H -2.35 -0.51 0.97
H -0.74 1.48 -0.66
H -2.30 0.72 -1.07
H 1.48 -2.53 -2.12
H 1.00 -3.44 -3.55
H 0.18 -3.71 -2.00
H -1.37 -3.00 -4.51
H -0.04 -1.99 -5.13
H -2.84 -1.15 -4.56
H -1.56 -0.23 -5.36
H -1.58 1.68 -4.31
H -1.06 1.83 -2.63
H -2.78 1.59 -3.02
O 2.57 -0.98 -0.92
S 2.97 0.09 0.10
O 4.30 0.57 -0.01
O 2.64 -0.63 1.39
O 1.89 1.10 -0.03
S 0.04 -3.09 0.74
```

HOMO-LUMO gap (spin up / spin down) = 6.31 / 7.80 eV
highest occupied orbital energy (spin up / spin down) = -7.074 / -7.811 eV
multiplicity = 2

Record 7
Here is a structure of composition C10H35N10NiO11 in a non-equilibrium geometry from OMol25. Energies are from wB97M-V/def2-TZVPD.

```
67
Properties=species:S:1:pos:R:3
Ni 3.50 -1.21 -0.70
O -0.41 -1.34 -1.07
C 0.33 -1.36 0.06
O -0.20 -1.35 1.20
O 1.56 -1.48 -0.07
H -1.28 -1.38 -0.67
C -3.21 -1.14 2.50
O -2.22 -0.14 2.74
H -3.44 -1.30 1.45
H -2.76 -2.08 2.82
H -4.07 -0.92 3.13
H -1.32 -0.34 2.48
C -2.03 1.64 -2.84
O -1.53 2.69 -3.54
H -2.42 2.14 -1.95
H -2.89 1.36 -3.44
H -1.44 0.74 -2.68
H -0.71 2.45 -3.98
C 2.29 -1.38 -3.66
O 3.01 -1.65 -2.68
N 1.00 -1.21 -3.57
N 2.68 -1.14 -4.88
H 0.58 -1.13 -4.48
H 0.44 -1.44 -2.77
H 2.11 -0.64 -5.55
H 3.67 -1.20 -5.03
C 0.40 -2.09 5.24
O 1.16 -2.26 6.14
N -0.79 -1.55 5.31
N 0.70 -2.58 4.08
H -1.15 -1.44 6.25
H -1.34 -1.45 4.47
H 1.61 -3.01 3.96
H 0.14 -2.39 3.26
C 2.54 1.75 -1.42
O 3.14 0.69 -1.21
N 2.61 2.85 -0.73
N 1.67 1.93 -2.39
H 1.90 3.56 -0.75
H 3.29 2.86 0.03
H 1.61 1.19 -3.07
H 1.17 2.80 -2.50
C 3.39 0.26 2.35
O 3.56 -0.43 1.38
N 4.29 0.89 3.03
N 2.18 0.50 2.83
H 3.91 1.34 3.86
H 5.26 0.99 2.78
H 2.00 1.35 3.35
H 1.52 -0.12 2.39
C -3.82 -1.49 -2.90
O -4.56 -0.72 -3.45
N -2.93 -2.24 -3.57
N -3.71 -1.66 -1.62
H -2.06 -2.45 -3.10
H -3.12 -2.37 -4.55
H -3.27 -2.55 -1.40
H -4.55 -1.35 -1.16
C -0.90 1.88 0.41
C -1.29 2.85 1.45
O -0.14 3.51 1.90
H -0.07 1.25 0.71
H -0.48 2.32 -0.49
H -1.68 1.16 0.15
H -1.70 2.36 2.34
H -2.05 3.58 1.19
H 0.35 3.07 2.60
```

HOMO-LUMO gap (spin up / spin down) = 7.31 / 6.13 eV
total charge = +1
highest occupied orbital energy (spin up / spin down) = -11.193 / -11.193 eV
energy above the lowest of the compared OMol25 structures with the same formula, charge and spin = 86.2 kcal per mole
multiplicity = 3

Record 8
Here is a cluster of 3 separate species, C4H13NO3 in total in a non-equilibrium geometry from OMol25. Energies are from wB97M-V/def2-TZVPD.

```
21
Properties=species:S:1:pos:R:3
C 0.27 -2.33 -0.53
N 1.19 -1.63 0.21
C 0.90 -0.32 0.85
C 1.79 0.84 0.33
C 1.07 1.60 -0.77
O -0.81 -1.92 -0.86
H 0.57 -3.39 -0.53
H 2.16 -1.58 -0.05
H -0.17 -0.18 0.74
H 1.00 -0.56 1.91
H 2.02 1.47 1.19
H 2.66 0.40 -0.17
H 0.14 1.21 -1.18
H 1.75 1.98 -1.53
H 0.67 2.55 -0.35
H -3.39 0.52 -1.61
H -1.87 0.60 -1.34
O -2.76 0.79 -0.96
H -1.90 0.57 1.80
H -2.78 -0.44 0.99
O -2.50 -0.17 1.87
```

HOMO-LUMO gap = 10.60 eV
highest occupied orbital energy = -9.858 eV
energy above the lowest of the compared OMol25 structures with the same formula, charge and spin = 38.4 kcal per mole

Looking at electronic energy for the records above, in order, we have -108746.1510 -231320.2577 -35637.1614 -19459.3467 -9903.3989 -53833.2911 -89400.5651 -11990.8040 eV.